Record 1
Formula: C17H45N3O15PS4V
Source: the OMol25 dataset
Level of theory: ωB97M-V/def2-TZVPD

The total charge is -1. As for the spin multiplicity: 2. The value obtained for the LUMO energy (spin up / spin down) is 1.75 / 1.75 eV.

Each line ends with the Mulliken spin population.
Atoms and positions in Å:
O1 -0.539 0.477 -1.682  -0.238
V1 0.180 -0.010 -0.359  1.223
O2 -3.173 0.896 2.279  -0.001
C1 -2.702 0.039 1.323  0.000
O3 -1.577 0.367 0.787  0.000
O4 -3.370 -0.907 0.995  0.003
H1 -2.503 1.523 2.565  0.000
O5 4.094 0.524 -1.911  0.000
C2 2.750 0.306 -2.203  -0.002
O6 2.048 -0.243 -1.328  0.005
O7 2.402 0.650 -3.340  0.003
H2 4.361 0.903 -2.759  0.000
O8 0.341 -4.152 -1.220  0.001
C3 -0.596 -3.232 -0.755  -0.002
O9 -0.179 -2.049 -0.615  0.013
O10 -1.717 -3.664 -0.552  0.003
H3 -0.216 -4.937 -1.182  0.000
O11 1.198 -0.481 1.452  0.005
P1 1.507 -1.191 2.701  -0.002
N1 3.113 -1.618 2.816  0.000
C4 4.116 -0.714 2.274  0.000
C5 3.571 -2.473 3.881  0.000
N2 0.750 -2.626 2.854  0.001
C6 1.126 -3.846 2.151  0.000
C7 -0.685 -2.581 3.162  0.000
N3 1.143 -0.300 4.055  0.001
C8 0.898 -0.900 5.343  0.000
C9 1.239 1.146 3.962  0.000
H4 5.052 -1.275 2.214  0.000
H5 4.312 0.121 2.965  0.000
H6 3.834 -0.351 1.289  0.000
H7 3.845 -1.910 4.789  0.000
H8 4.496 -2.978 3.589  0.000
H9 2.813 -3.210 4.130  0.000
H10 0.717 -4.733 2.632  0.000
H11 0.757 -3.761 1.131  -0.001
H12 2.208 -3.968 2.090  0.000
H13 -1.298 -2.477 2.257  0.000
H14 -0.980 -3.557 3.561  0.000
H15 -0.975 -1.841 3.902  0.000
H16 -0.121 -0.687 5.685  0.000
H17 1.070 -1.972 5.337  0.000
H18 1.582 -0.497 6.102  0.000
H19 2.257 1.489 4.194  0.000
H20 0.540 1.564 4.690  0.000
H21 1.006 1.524 2.968  -0.001
C10 -0.809 -0.545 -4.880  0.000
S1 -0.900 -2.312 -4.621  -0.001
O12 -1.342 -2.940 -5.906  0.000
C11 0.833 -2.657 -4.380  0.000
H22 -0.253 -0.375 -5.803  0.000
H23 -0.310 -0.078 -4.028  -0.001
H24 -1.822 -0.152 -4.937  0.000
H25 0.976 -3.708 -4.137  0.000
H26 1.269 -1.998 -3.628  0.000
H27 1.454 -2.502 -5.272  0.000
C12 -4.238 0.735 -2.147  0.000
S2 -4.229 -0.843 -3.051  0.000
O13 -3.698 -1.782 -2.065  0.000
C13 -6.044 -0.977 -3.049  0.000
H28 -3.236 1.160 -2.194  0.000
H29 -4.458 0.382 -1.133  0.000
H30 -5.052 1.415 -2.401  0.000
H31 -6.370 -1.973 -3.342  0.000
H32 -6.493 -0.185 -3.652  0.000
H33 -6.439 -0.829 -2.038  0.000
C14 -3.692 4.434 -1.617  0.000
S3 -2.229 3.644 -0.872  0.000
O14 -1.560 3.046 -2.043  0.000
C15 -1.383 5.239 -0.646  0.000
H34 -4.246 3.598 -2.041  0.000
H35 -3.393 5.098 -2.427  0.000
H36 -4.270 4.997 -0.884  0.000
H37 -0.414 5.000 -0.200  0.000
H38 -1.853 5.932 0.053  0.000
H39 -1.243 5.690 -1.627  0.000
C16 2.293 3.927 -1.344  0.001
S4 1.804 3.152 0.196  0.001
O15 0.921 2.029 -0.145  -0.012
C17 3.433 2.556 0.698  0.003
H40 2.381 3.149 -2.112  0.000
H41 3.248 4.442 -1.267  0.000
H42 1.473 4.563 -1.668  0.000
H43 3.829 1.966 -0.132  -0.001
H44 3.310 1.905 1.562  0.000
H45 4.057 3.407 0.964  0.000

Atomic forces in eV per Å
O 0.9056 -0.7516 1.5978
V -2.3162 -0.5938 -3.1758
O -0.5809 0.2843 0.8669
C 1.2345 -0.5507 -1.7380
O 1.3014 0.8256 0.7666
O -0.9146 -0.2795 0.5971
H 0.3183 -0.0895 -0.4770
O -0.1663 -0.0037 0.3645
C -1.1053 -0.1058 -1.2796
O 0.4252 -0.1690 1.4816
O 0.2201 0.2194 0.1719
H 0.3452 -0.0064 0.0312
O 0.2048 0.2797 0.1897
C -0.9513 0.6030 -0.2633
O 1.1703 0.8894 0.3648
O -0.0546 -0.3796 0.3866
H 0.1444 -0.3056 -0.2461
O 0.5856 1.3147 -0.2272
P 0.3609 -1.5184 0.5909
N -0.0580 0.0288 -0.9493
C 0.1537 -0.2541 0.4619
C 0.3776 0.2805 0.4054
N -0.5738 -0.0032 1.5683
C 0.3423 0.4269 -0.8164
C -0.6619 -0.8279 -0.5128
N -0.3893 -0.2796 -1.1022
C 0.2635 0.4966 0.6181
C 0.1291 -0.0180 0.4843
H 0.0289 0.0757 -0.2732
H -0.0314 0.1096 -0.1414
H -0.0433 -0.0430 -0.0082
H -0.2213 0.0268 0.0397
H -0.1426 -0.1338 -0.2101
H 0.0441 -0.0360 0.0619
H -0.1889 0.1566 0.1673
H 0.0304 -0.4429 -0.0510
H -0.0038 0.1759 0.0654
H 0.1172 0.3356 0.0037
H 0.1693 0.0479 0.1647
H 0.2351 0.2269 -0.1607
H -0.0111 -0.1185 0.0073
H -0.1773 -0.0498 -0.2438
H -0.0001 0.0819 -0.0693
H -0.0931 0.0818 0.2089
H 0.0492 0.2598 -0.1103
H -0.2674 -0.2632 -0.0429
C 0.4772 0.0979 -0.0201
S -0.6284 -0.3052 0.6348
O 0.2502 0.0940 -0.2111
C 1.1917 0.2024 -0.5754
H -0.0627 0.1345 -0.0138
H 0.0662 -0.0769 -0.0168
H -0.0601 -0.1625 -0.1362
H -0.3515 0.0498 0.3954
H -0.3570 -0.1754 0.3419
H -0.4982 0.2213 -0.2711
C -0.2756 -0.3490 0.4943
S -0.4640 0.7728 -0.1464
O 0.0934 -0.7133 0.0280
C -0.5145 0.0962 0.6022
H -0.0575 0.1195 -0.0228
H 0.3316 0.0415 0.0818
H 0.2237 0.0802 -0.5118
H 0.2259 0.0411 -0.3848
H 0.1502 -0.1954 -0.3585
H 0.3648 -0.0186 0.1319
C -0.1185 -0.2485 0.1858
S -0.3705 1.0592 -0.5905
O 0.2808 -0.0953 -0.0843
C 0.6028 -0.1250 0.6104
H -0.2371 0.1270 0.1204
H 0.2609 -0.0833 0.0154
H -0.1033 -0.1890 0.0690
H 0.0554 -0.0096 -0.1653
H -0.3729 -0.1429 -0.1124
H -0.0493 -0.0427 -0.0391
C -0.1394 -0.6482 -0.7331
S 0.5917 1.2667 0.8511
O -0.4688 -0.7808 0.1372
C -0.2929 -0.5176 -0.4410
H 0.0312 -0.1559 0.1806
H -0.1169 0.2100 0.2414
H 0.0992 0.2110 0.1309
H 0.2242 0.0441 0.0943
H -0.1642 0.0782 0.0343
H -0.0219 0.0838 -0.1149



Record 2
Formula: C17H46AgN11O7
Source: the OMol25 dataset
Level of theory: ωB97M-V/def2-TZVPD

The total charge is +2. As for the spin multiplicity: 3. The value obtained for the LUMO energy (spin up / spin down) is -4.47 / -8.99 eV.

Each line ends with the Mulliken spin population.
Atoms and positions in Å:
Ag1 -3.134 12.765 -27.052  0.019
C1 -4.315 8.858 -24.348  -0.010
C2 -4.006 10.398 -24.497  -0.094
C3 -3.226 10.868 -23.285  0.128
O1 -3.360 10.842 -25.698  0.899
H1 -4.987 8.551 -25.150  0.002
H2 -4.990 8.632 -23.522  -0.001
H3 -3.546 8.086 -24.333  -0.002
H4 -4.852 11.078 -24.402  0.075
H5 -2.283 10.348 -23.117  -0.004
H6 -3.889 10.854 -22.420  -0.010
H7 -2.866 11.865 -23.542  -0.008
C4 -7.985 8.055 -22.117  0.060
C5 -7.596 6.716 -21.588  0.039
C6 -6.164 6.748 -21.075  0.017
C7 -5.790 7.475 -19.719  -0.007
C8 -6.844 7.070 -18.643  0.019
C9 -8.285 7.018 -19.073  0.004
N1 -8.374 6.247 -20.374  0.655
O2 -9.767 6.026 -20.686  0.133
C10 -9.048 6.224 -18.026  0.017
C11 -8.957 8.494 -19.080  0.082
C12 -7.706 5.620 -22.643  0.008
H8 -7.756 8.066 -23.183  0.001
H9 -7.473 8.886 -21.633  0.000
H10 -9.066 8.200 -22.112  -0.007
H11 -5.794 5.769 -20.772  -0.008
H12 -5.454 7.001 -21.863  -0.003
H13 -5.801 8.551 -19.889  0.000
H14 -4.744 7.316 -19.459  0.000
H15 -6.674 7.756 -17.814  -0.003
H16 -6.539 6.067 -18.344  -0.003
H17 -10.060 6.000 -18.361  0.000
H18 -8.627 5.237 -17.834  -0.003
H19 -8.962 6.719 -17.058  -0.001
H20 -8.395 9.229 -19.656  -0.002
H21 -9.983 8.428 -19.443  -0.002
H22 -9.071 8.901 -18.075  0.003
H23 -8.539 5.661 -23.345  0.000
H24 -7.684 4.596 -22.268  -0.002
H25 -6.938 5.786 -23.399  0.000
H26 -9.758 5.158 -21.096  0.003
C13 -2.708 8.315 -28.150  0.001
O3 -2.802 8.038 -29.346  0.001
N2 -1.671 8.818 -27.526  0.000
N3 -3.634 8.233 -27.307  0.003
H27 -0.858 8.870 -28.122  0.000
H28 -1.647 9.124 -26.563  0.002
H29 -3.673 9.040 -26.701  -0.008
H30 -4.510 7.961 -27.731  0.000
C14 -3.966 14.961 -24.289  0.000
O4 -3.481 14.027 -24.960  0.002
N4 -3.408 16.109 -24.259  0.000
N5 -5.136 14.970 -23.774  0.000
H31 -3.875 16.913 -23.866  0.000
H32 -2.483 16.180 -24.658  0.000
H33 -5.136 15.662 -23.037  0.000
H34 -5.678 14.124 -23.675  0.000
C15 -0.040 13.222 -25.169  0.002
O5 -0.996 13.428 -25.849  -0.001
N6 -0.042 12.811 -23.898  0.000
N7 1.137 13.707 -25.509  0.000
H35 0.763 12.953 -23.304  0.000
H36 -0.937 12.552 -23.508  -0.001
H37 1.953 13.564 -24.931  0.000
H38 1.235 14.058 -26.451  0.000
C16 -0.387 7.710 -22.428  0.000
O6 -0.046 8.752 -21.754  0.000
N8 -0.180 6.458 -22.032  0.000
N9 -1.018 7.773 -23.562  0.000
H39 -0.238 5.870 -22.851  0.000
H40 0.311 6.231 -21.180  0.000
H41 -1.243 8.683 -23.939  0.002
H42 -1.216 6.999 -24.180  0.000
C17 -6.436 13.285 -26.731  0.000
O7 -5.317 13.140 -27.133  0.000
N10 -7.468 13.825 -27.384  0.000
N11 -6.835 12.897 -25.554  -0.001
H43 -7.250 14.364 -28.210  0.000
H44 -8.191 14.113 -26.740  0.000
H45 -6.150 12.523 -24.914  0.006
H46 -7.841 12.894 -25.456  0.000

Atomic forces in eV per Å
Ag 0.6915 0.4263 0.4518
C -1.7252 0.4773 -1.1437
C 1.0219 -0.8511 -0.3033
C 1.4122 0.8808 -0.3031
O -0.6779 -1.5567 1.7441
H 0.1529 0.0425 -0.4348
H 0.3481 0.6076 0.6738
H 0.5343 0.7656 0.0451
H -0.7307 -0.4944 -0.4342
H -0.3156 -0.6024 0.2682
H 0.3362 0.0254 0.0412
H -0.5467 0.4655 0.4153
C -1.1480 0.8373 -0.4386
C 1.4225 -2.0503 0.7812
C 2.3788 -0.6059 1.7123
C -1.9507 1.0764 -1.6115
C 2.6509 0.0147 -0.7192
C -0.5476 0.5249 0.7760
N -3.7469 3.2333 -0.4905
O 3.0582 0.3154 1.2582
C -0.2715 -0.9837 0.1559
C -0.0256 -0.8384 -0.9153
C -0.2733 -0.0702 -1.2056
H 0.3649 -0.0492 0.0109
H -0.1363 -0.1376 0.0439
H -0.0377 0.1359 0.2805
H -0.5956 -0.7690 -0.6205
H -0.3095 0.4087 -0.1954
H -0.3241 0.3050 0.1200
H -0.2539 -0.6604 0.1796
H -0.5529 -0.2429 0.2363
H -0.1649 -0.0586 0.3770
H -0.1538 0.5918 0.4789
H 0.4147 -0.0611 -0.2915
H -0.4603 0.2257 -0.2041
H -0.0029 -0.2484 -0.0765
H 0.0888 -0.0595 -0.3049
H 0.4758 -0.5819 0.2257
H -0.8000 0.3755 0.6089
H 0.4446 0.1084 0.1610
H 0.6733 -0.2750 0.4735
H -0.2385 -0.5589 -0.7410
C 2.3495 0.0245 -5.0555
O 0.6916 -0.2066 0.6791
N 4.7436 1.2779 -0.5624
N -7.3015 -1.0069 4.1424
H 0.2716 0.3867 0.5497
H 0.0410 -0.2733 -0.5055
H -0.3701 -0.3166 0.1191
H -0.2368 0.1214 0.2245
C 2.0267 -3.4902 -4.2449
O -0.4502 -0.3853 0.9967
N 3.0690 4.0985 0.3138
N -4.2651 -0.2482 3.0191
H 0.4750 -0.0059 -0.2376
H -0.2049 0.2752 0.1125
H -1.2413 -0.3974 0.3127
H 0.2513 0.4150 0.1238
C 1.6221 1.6396 1.9003
O -3.3020 -0.8887 -2.4592
N -1.0306 -1.3920 1.4277
N 2.6563 0.5300 -1.3091
H -0.4291 -0.2525 -0.0323
H 0.4704 0.1211 0.1761
H -0.0603 0.0732 -0.4610
H 0.2072 -0.0692 0.2804
C 2.3442 3.9450 4.7966
O -1.2910 -2.7919 -1.9717
N 0.0490 -1.2617 -0.1073
N -2.1197 1.2272 -3.8659
H 0.4445 -1.0378 1.0029
H 0.1121 0.0534 -0.4920
H 0.3633 -0.2237 0.1951
H 0.1375 0.0322 0.3159
C -0.4964 0.5328 -0.9628
O 1.9428 -0.0675 -1.5395
N -0.5168 0.8244 -1.2250
N -0.6746 -1.2592 3.2458
H -0.3947 0.0107 0.0986
H -0.2002 0.5920 -1.0016
H -0.6332 -0.1513 -0.1483
H 0.4704 -0.5435 1.0631



Record 3
Formula: C17H46AsMoN3O3P2S2Sb
Source: the OMol25 dataset
Level of theory: ωB97M-V/def2-TZVPD

The total charge is +3. As for the spin multiplicity: 3. The value obtained for the LUMO energy (spin up / spin down) is -8.76 / -9.19 eV. Its relative energy (zero: lowest compared OMol25 entry of this formula, charge and spin) is 27.1 kcal/mol.

Each line ends with the Mulliken spin population.
Atoms and positions in Å:
Mo1 -0.167 -0.598 -0.293  2.089
N1 -2.094 1.248 2.681  0.004
N2 -1.127 2.122 3.183  0.000
C1 0.052 2.305 2.590  0.009
N3 0.856 3.220 3.128  0.000
S1 0.631 1.549 1.162  -0.025
H1 -2.749 1.766 2.101  0.001
H2 -2.601 0.872 3.475  0.000
H3 -1.388 2.746 3.937  0.000
H4 0.592 3.779 3.926  0.000
H5 1.754 3.398 2.711  0.000
C2 -3.400 -1.523 1.320  0.009
P1 -1.618 -1.885 1.377  -0.054
C3 -1.295 -2.007 3.157  0.002
C4 -1.557 -3.622 0.822  0.004
C5 -2.204 -3.694 -0.555  0.001
P2 -1.576 -2.364 -1.668  -0.022
C6 -3.052 -1.832 -2.578  0.006
C7 -0.675 -3.301 -2.927  0.002
H6 -3.758 -1.363 0.306  0.002
H7 -3.620 -0.628 1.894  -0.001
H8 -3.937 -2.364 1.765  -0.002
H9 -2.146 -2.515 3.614  -0.002
H10 -1.176 -1.029 3.611  -0.001
H11 -0.408 -2.608 3.353  0.003
H12 -2.076 -4.257 1.543  0.003
H13 -0.513 -3.942 0.790  -0.019
H14 -3.287 -3.585 -0.476  -0.001
H15 -2.020 -4.657 -1.032  0.000
H16 -3.539 -2.715 -2.995  -0.002
H17 -2.766 -1.179 -3.403  -0.003
H18 -3.751 -1.299 -1.938  0.002
H19 -1.331 -4.097 -3.282  -0.002
H20 0.233 -3.736 -2.516  0.007
H21 -0.427 -2.662 -3.770  -0.001
C8 -1.016 3.769 -1.711  0.004
As1 -2.014 2.243 -2.299  0.005
C9 -3.813 2.769 -2.697  -0.001
C10 -1.236 1.613 -3.936  0.011
S2 -2.195 0.817 -0.674  0.004
H22 -1.004 4.520 -2.500  0.001
H23 -0.004 3.449 -1.474  0.000
H24 -1.494 4.176 -0.822  0.000
H25 -3.785 3.722 -3.225  0.000
H26 -4.373 2.876 -1.770  -0.001
H27 -4.277 2.013 -3.326  0.001
H28 -1.364 2.407 -4.673  0.000
H29 -1.757 0.724 -4.284  -0.003
H30 -0.179 1.411 -3.792  -0.001
O1 2.837 -0.068 -1.774  0.006
C11 2.065 0.948 -1.677  -0.006
O2 0.827 0.904 -1.576  -0.015
H31 2.591 1.906 -1.683  0.001
C12 1.713 -0.842 3.674  -0.009
Sb1 1.791 -1.388 1.622  -0.028
C13 3.702 -0.569 1.222  0.012
C14 2.135 -3.481 1.657  -0.006
H32 1.659 -1.731 4.299  0.000
H33 0.868 -0.193 3.883  0.001
H34 2.635 -0.308 3.898  -0.001
H35 4.384 -1.051 1.923  -0.001
H36 3.663 0.497 1.438  0.001
H37 4.049 -0.727 0.209  -0.001
H38 3.161 -3.659 1.977  -0.001
H39 1.990 -3.899 0.663  0.002
H40 1.463 -3.965 2.364  0.000
C15 1.825 -1.296 -3.571  0.010
C16 2.223 -1.423 -2.111  0.010
C17 3.361 -2.400 -1.921  0.001
O3 1.187 -1.709 -1.248  -0.010
H41 2.643 -0.852 -4.136  -0.001
H42 0.928 -0.690 -3.694  0.008
H43 1.650 -2.286 -3.985  0.001
H44 3.059 -3.369 -2.317  0.000
H45 3.609 -2.521 -0.869  0.001
H46 4.246 -2.072 -2.463  0.000

Atomic forces in eV per Å
Mo 0.0112 0.1484 0.0812
N -0.0320 -0.0133 -0.0096
N 0.0121 -0.0212 -0.0050
C 0.0672 0.0005 0.0522
N -0.0079 0.0012 0.0131
S -0.0396 0.0679 -0.0762
H 0.0008 0.0014 -0.0080
H -0.0041 -0.0040 -0.0061
H 0.0010 0.0068 -0.0024
H -0.0033 0.0025 -0.0030
H 0.0026 -0.0046 0.0019
C -0.0041 -0.0150 0.0173
P -0.0242 0.0121 -0.0074
C -0.0150 -0.0306 0.0232
C 0.0070 -0.0015 0.0022
C -0.0214 -0.0140 0.0011
P 0.0007 -0.0268 -0.0398
C -0.0092 0.0135 -0.0218
C -0.0282 -0.0177 -0.0209
H 0.0048 -0.0132 -0.0058
H 0.0031 0.0302 0.0000
H -0.0008 0.0094 0.0066
H 0.0043 0.0056 0.0029
H 0.0153 -0.0016 -0.0047
H 0.0096 0.0073 -0.0096
H -0.0049 0.0090 -0.0014
H -0.0020 -0.0001 -0.0092
H 0.0021 -0.0004 -0.0038
H 0.0179 0.0041 0.0019
H 0.0051 -0.0062 0.0077
H 0.0086 0.0083 0.0186
H -0.0005 -0.0020 -0.0055
H 0.0080 -0.0054 0.0031
H -0.0003 0.0031 0.0044
H -0.0124 0.0006 0.0046
C 0.0223 0.0241 -0.0205
As 0.1234 0.0680 0.0875
C -0.0020 0.0273 0.0303
C -0.0242 -0.0300 0.0076
S -0.1723 -0.1444 -0.1134
H -0.0088 -0.0127 -0.0122
H -0.0339 0.0105 0.0164
H -0.0077 0.0011 -0.0068
H -0.0043 -0.0129 -0.0159
H 0.0067 0.0171 -0.0012
H -0.0002 -0.0115 0.0178
H 0.0087 0.0022 0.0035
H -0.0040 0.0058 0.0195
H -0.0104 0.0013 -0.0046
O -0.0034 0.0843 0.0082
C 0.0773 -0.0849 -0.0346
O -0.0142 0.0272 0.0385
H -0.0046 0.0009 -0.0187
C -0.0039 0.0229 0.0186
Sb -0.0451 -0.0052 -0.0601
C 0.0310 0.0078 0.0263
C 0.0231 -0.0293 0.0070
H -0.0148 -0.0055 -0.0001
H -0.0054 -0.0015 0.0051
H 0.0074 -0.0129 -0.0037
H 0.0043 0.0062 0.0004
H -0.0077 -0.0005 -0.0100
H 0.0006 -0.0040 0.0068
H 0.0023 0.0011 0.0039
H 0.0073 0.0089 -0.0077
H -0.0060 0.0020 -0.0038
C 0.0404 0.0256 -0.0345
C -0.0673 -0.0868 -0.0207
C 0.0158 -0.0032 0.0084
O 0.1299 -0.0600 0.0539
H -0.0016 0.0056 0.0067
H -0.0002 -0.0049 0.0088
H -0.0059 0.0030 0.0037
H -0.0164 -0.0053 0.0140
H 0.0018 0.0068 -0.0067
H -0.0093 0.0019 -0.0193



The strongest force on any atom results, record by record, are as follows: 3.98; 8.45; 0.25 eV Å⁻¹.